[1]
The following is a quantum chemistry calculation of a single C5H8N2O molecule, from the OMol25 dataset.

The geometry in XYZ format:
```
16
C5H8N2O ωB97M-V with the def2-TZVPD basis set
C -2.5506 -0.5606 0.4581
C -1.2621 -0.2437 0.4296
C -0.1986 0.6931 1.4998
O 0.0365 1.8766 1.6168
C -0.4157 0.2656 -0.5930
C 0.9321 -0.0367 -0.6885
N 1.4453 -1.1774 -0.1553
N 1.7544 0.6938 -1.5076
H -3.0461 -0.7929 1.3976
H -3.0821 -0.8342 -0.4542
H -0.0965 -0.0463 2.3123
H -0.7881 1.1169 -1.1571
H 0.7535 -1.8467 0.1612
H 2.3822 -1.4239 -0.4447
H 2.7219 0.6815 -1.2021
H 1.4138 1.6348 -1.6728
```

Its total charge is 0. The gap between HOMO and LUMO comes out at 7.7 eV. Its SMILES is C=C(C=O)C=C(N)N. Its lowest unoccupied orbital energy is 0.77 eV. For the energy above the lowest of the compared OMol25 structures with the same formula, charge and spin, the calculation gives 98.7 kcal per mole. Its highest occupied orbital energy is -0.255 Ha. Its spin multiplicity is 1.

***

[2]
The following is a quantum chemistry calculation of a single C5H8N2O molecule, from the OMol25 dataset.

The geometry in XYZ format:
```
16
C5H8N2O ωB97M-V with the def2-TZVPD basis set
N -1.3476 -1.8990 -0.2255
C -0.8231 -0.6835 0.4600
C -1.6507 0.5451 0.0996
C -0.8522 1.5971 -0.0462
C 0.6013 1.2710 -0.0459
C 0.6534 -0.2573 0.1687
N 1.7593 -0.8583 0.3085
O 2.9062 -0.1528 -0.1780
H -0.7349 -2.6903 -0.4552
H -1.5817 -1.6623 -1.1891
H -0.8454 -0.9673 1.5527
H -2.7193 0.5596 -0.1042
H -1.2043 2.5878 -0.2516
H 1.0959 1.6840 -0.8667
H 1.1387 1.7194 0.8439
H 3.6044 -0.7930 -0.0711
```

Its total charge is 0. The gap between HOMO and LUMO comes out at 10.3 eV. Its SMILES is N[C@@H]1C=CC/C1=N\O. Its lowest unoccupied orbital energy is 0.93 eV. For the energy above the lowest of the compared OMol25 structures with the same formula, charge and spin, the calculation gives 73.4 kcal per mole. Its highest occupied orbital energy is -0.344 Ha. Its spin multiplicity is 1.

***

Question: Which value of lowest unoccupied orbital energy does entry 2 give?
Answer: 0.93 eV

***

Question: What is the highest occupied orbital energy in the second record?
Answer: -0.344 Ha

***

Question: The lowest energy above the lowest of the compared OMol25 structures with the same formula, charge and spin belongs to which entry?
Answer: number 2

***

Question: Which of these has the highest highest occupied orbital energy?
Answer: number 1